61
Properties=species:S:1:pos:R:3:forces:R:3 method="wB97M-V/def2-TZVPD" energy_ha=-2713.04658 homo_lumo_gap_ev=6.609 max_force_ha_per_bohr=0.037 e_homo_ha=-0.4591 charge=+1
O 4.302 -2.876 -1.359 -0.1 0.3 0.2
N 3.876 -1.890 -1.708 0.8 -0.9 -1.5
O 3.419 -1.004 -0.550 -0.7 0.4 0.9
P 1.974 -1.292 0.032 0.5 0.7 0.3
C 0.964 -2.255 -1.078 -0.2 -0.1 0.5
C -0.472 -2.288 -0.549 -0.2 0.1 0.1
O -0.925 -3.230 -0.002 0.0 0.0 0.0
I -1.479 -0.441 -0.829 -0.2 0.0 0.0
H 1.420 -0.036 0.283 -0.2 -0.1 0.0
H 2.156 -1.985 1.225 -0.3 -0.1 0.1
H 1.000 -1.824 -2.058 0.0 0.4 -0.6
H 1.328 -3.263 -1.105 0.2 -0.7 0.0
C 5.614 -1.115 -5.333 0.1 -0.1 -0.1
N 4.277 -0.685 -5.829 0.1 -0.1 0.1
O 3.785 -1.304 -6.738 -0.1 -0.1 -0.2
O 3.764 0.252 -5.254 -0.1 0.2 0.2
H 5.945 -1.966 -5.913 0.0 0.0 -0.1
H 6.295 -0.277 -5.442 0.0 0.1 0.1
H 5.490 -1.376 -4.288 0.0 0.1 0.1
C -5.403 0.090 0.779 0.0 -0.1 0.2
N -4.941 1.288 0.032 -0.1 -0.4 0.4
O -4.074 1.970 0.539 0.3 0.2 -0.1
O -5.467 1.505 -1.034 -0.1 0.2 -0.4
H -4.850 0.025 1.708 0.1 0.1 0.0
H -6.465 0.216 0.964 -0.1 0.0 -0.1
H -5.217 -0.776 0.150 -0.1 0.0 -0.1
C 3.276 3.234 0.045 0.1 0.1 0.1
N 2.290 2.202 0.471 0.4 0.5 -0.1
O 2.486 1.616 1.513 0.0 -0.3 0.2
O 1.344 1.993 -0.260 -0.2 -0.2 -0.2
H 4.053 3.294 0.797 0.0 -0.1 0.1
H 3.675 2.925 -0.915 -0.1 0.0 -0.1
H 2.741 4.174 -0.047 -0.1 0.0 -0.1
C 6.441 -4.510 0.676 -0.1 0.0 0.0
N 7.692 -4.261 1.445 -0.1 0.1 -0.1
O 8.193 -3.164 1.346 0.1 0.2 0.0
O 8.107 -5.175 2.110 0.1 -0.3 0.2
H 6.197 -3.608 0.135 0.1 0.1 0.0
H 6.630 -5.336 -0.001 0.0 -0.1 0.1
H 5.665 -4.767 1.391 0.0 -0.1 0.0
C 3.410 0.726 4.974 -0.1 0.2 -0.1
N 4.892 0.680 4.839 -0.2 0.0 -0.1
O 5.404 1.413 4.022 0.1 0.2 -0.2
O 5.479 -0.101 5.546 0.1 -0.2 0.2
H 3.027 1.460 4.276 0.0 0.0 0.0
H 3.035 -0.266 4.745 0.0 -0.1 0.1
H 3.175 0.997 5.997 0.0 -0.1 0.1
C -9.211 0.196 -1.545 0.0 0.1 -0.1
N -9.478 0.519 -0.116 0.1 0.0 -0.2
O -10.390 1.264 0.135 -0.3 0.2 0.1
O -8.746 0.006 0.705 0.2 -0.2 0.1
H -9.934 0.722 -2.155 -0.1 0.0 0.0
H -8.198 0.519 -1.766 0.1 -0.1 0.0
H -9.308 -0.879 -1.657 0.1 0.0 0.0
C -6.580 4.293 0.458 0.0 0.2 -0.1
N -7.380 4.003 1.676 0.1 0.0 -0.2
O -7.987 4.907 2.192 -0.1 0.2 0.1
O -7.355 2.855 2.068 0.0 -0.3 0.1
H -6.679 5.342 0.210 -0.1 0.1 0.1
H -5.549 4.041 0.683 0.0 -0.1 0.0
H -6.966 3.667 -0.339 0.1 -0.1 0.0